Formula: C8H21N2P
Source: OMol25
Level of theory: wB97M-V/def2-TZVPD

Summary:
- LUMO level (alpha / beta) (eV) = 0.409 / 0.840
- gap between HOMO and LUMO (alpha / beta) (Ha) = 0.290 / 0.282
- maximum force (eV Å⁻¹) = 3.91
- total energy (hartree) = -768.0867
- highest occupied orbital energy (alpha / beta) (eV) = -7.49 / -6.84
- molar mass (g mol⁻¹) = 176.24

The geometry in XYZ format:
```
32
Properties=species:S:1:pos:R:3:mulliken_charge:R:1
C -2.51 0.31 0.88 -1.34
C -1.09 2.34 0.67 -1.73
C -1.26 1.02 -1.36 -1.64
C 1.10 -1.72 -1.28 -1.53
C 1.66 -2.34 1.01 -1.79
C -0.73 -2.45 0.24 -1.67
C -1.19 0.88 0.23 1.53
C 0.56 -1.69 0.13 1.66
N 2.46 2.86 -0.22 -0.41
N 2.10 1.63 -0.53 -0.14
P 0.26 -0.04 0.95 -0.19
H -2.99 -0.22 0.16 0.46
H -2.27 -0.55 1.73 0.15
H -3.14 1.16 1.21 0.35
H -0.71 2.34 1.73 0.49
H -2.00 2.92 0.56 0.55
H -0.38 2.98 -0.03 0.06
H -0.37 1.54 -1.74 0.33
H -1.70 0.14 -1.94 0.26
H -2.04 1.78 -1.52 0.58
H 0.97 -2.81 -1.54 0.45
H 0.68 -1.09 -2.03 0.23
H 2.12 -1.45 -1.25 0.41
H 1.34 -2.28 2.08 0.42
H 2.60 -1.90 0.72 0.46
H 1.86 -3.39 0.72 0.41
H -1.19 -2.22 1.25 0.26
H -1.39 -1.90 -0.47 0.33
H -0.76 -3.48 0.03 0.47
H 3.42 3.13 -0.04 0.21
H 1.70 3.50 -0.14 0.20
H 2.90 1.01 -0.18 0.19
```



Formula: C8H10NO6
Source: OMol25
Level of theory: wB97M-V/def2-TZVPD

Summary:
- LUMO level (alpha / beta) (eV) = -0.128 / -0.862
- gap between HOMO and LUMO (alpha / beta) (Ha) = 0.269 / 0.300
- multiplicity = 2
- maximum force (eV Å⁻¹) = 3.76
- total energy (hartree) = -816.7242
- highest occupied orbital energy (alpha / beta) (eV) = -7.44 / -9.03
- molar mass (g mol⁻¹) = 216.17
- expectation value of S² = 0.80

The geometry in XYZ format:
```
25
Properties=species:S:1:pos:R:3:mulliken_spin:R:1
C -2.18 2.28 0.47 0.01
C -1.95 0.89 0.09 0.40
C -2.71 -0.05 -0.68 -0.20
C -1.98 -1.28 -0.55 0.45
C -0.82 -0.97 0.43 -0.03
C 0.56 -0.26 -0.16 0.02
C -0.05 0.91 -0.98 0.01
O 0.36 2.03 -0.83 0.15
O -1.26 0.12 1.07 0.07
O 1.53 -0.88 -0.88 0.00
N 2.82 0.16 -0.84 0.01
O 3.22 0.48 -1.93 0.00
O 3.22 0.43 0.27 0.00
C -0.49 -2.13 1.34 0.03
O -2.59 -2.45 -0.40 0.07
H -1.21 2.81 0.61 0.01
H -2.71 2.72 -0.39 0.00
H -2.83 2.36 1.37 0.02
H -3.65 0.13 -1.29 0.01
H 1.11 0.13 0.72 -0.01
H -0.55 0.43 -1.90 0.00
H 0.38 -1.96 2.00 0.00
H -1.37 -2.39 1.94 -0.01
H -0.21 -2.95 0.67 0.00
H -3.46 -2.46 -0.87 -0.01
```



Formula: C32H30F3N7O2ReS2SeTe
Source: OMol25
Level of theory: wB97M-V/def2-TZVPD

Summary:
- LUMO level (alpha / beta) (eV) = -5.134 / -6.737
- gap between HOMO and LUMO (alpha / beta) (Ha) = 0.233 / 0.174
- multiplicity = 4
- maximum force (eV Å⁻¹) = 4.63
- total energy (hartree) = -5614.4587
- charge = +2
- highest occupied orbital energy (alpha / beta) (eV) = -11.47 / -11.47
- molar mass (g mol⁻¹) = 1058.53
- expectation value of S² = 3.78

The geometry in XYZ format:
```
79
Properties=species:S:1:pos:R:3:mulliken_spin:R:1
Re 1.95 1.75 0.00 2.70
O 3.89 2.22 -0.60 0.06
N 4.84 1.26 -0.58 0.03
C 5.96 1.56 -1.25 0.00
C 7.00 0.57 -1.24 0.01
C 6.81 -0.59 -0.48 0.00
C 5.66 -0.79 0.27 0.02
C 4.64 0.15 0.25 0.02
S 3.18 0.01 1.15 0.02
H 5.93 2.54 -1.74 0.00
H 7.85 0.71 -1.93 0.00
H 7.49 -1.42 -0.63 0.00
H 5.54 -1.65 0.94 0.00
F -3.15 1.91 -1.19 0.00
C -3.02 3.13 -0.58 -0.01
F -3.31 2.80 0.74 0.00
F -3.99 3.86 -1.00 0.00
C -1.59 3.68 -0.86 0.02
C -1.36 4.92 -1.44 0.02
C -0.10 5.26 -1.84 -0.01
C 0.98 4.44 -1.47 0.01
N 0.77 3.26 -0.92 0.01
C -0.49 2.87 -0.56 0.02
S -0.41 1.41 0.36 0.01
H -2.26 5.46 -1.68 0.00
H 0.08 6.13 -2.48 0.00
H 1.99 4.83 -1.71 0.00
C 0.47 2.32 5.21 0.00
N 1.30 2.91 4.14 0.00
C 1.79 4.14 4.24 0.01
C 2.49 4.70 3.22 -0.01
C 2.56 3.96 2.05 0.00
N 2.13 2.72 1.86 0.02
C 1.51 2.09 3.01 -0.03
O 1.06 0.98 2.94 0.03
N 3.26 4.55 0.97 0.02
H -0.17 3.05 5.71 0.00
H 1.07 1.88 6.02 0.00
H -0.17 1.61 4.74 0.00
H 1.60 4.67 5.17 0.00
H 2.92 5.68 3.28 0.00
H 3.62 5.54 1.09 0.00
H 3.72 4.01 0.24 0.00
C -1.15 -0.65 -3.45 -0.01
N -0.46 -1.41 -2.40 0.00
C 0.68 -1.11 -1.73 0.03
Se 1.75 0.40 -2.22 0.00
N 1.00 -2.16 -0.96 0.00
C 0.03 -3.17 -1.08 0.00
C -0.01 -4.42 -0.44 0.00
C -1.05 -5.23 -0.84 0.00
C -2.00 -4.79 -1.78 0.00
C -1.92 -3.54 -2.39 0.00
C -0.88 -2.68 -2.01 0.00
H -0.67 -0.75 -4.42 0.00
H -1.09 0.36 -3.09 0.00
H -2.23 -0.90 -3.48 0.00
H 1.73 -2.14 -0.27 -0.01
H 0.74 -4.67 0.27 0.00
H -1.03 -6.22 -0.32 0.00
H -2.83 -5.40 -2.15 0.00
H -2.64 -3.22 -3.20 0.00
C -3.93 -1.63 -0.32 0.00
Te -2.73 -1.30 1.40 0.00
C -2.99 -3.32 1.88 0.00
C -3.96 -3.86 0.83 0.00
C -4.34 -5.21 0.90 0.00
C -5.08 -5.72 -0.14 0.00
C -5.42 -4.99 -1.25 0.00
C -5.06 -3.65 -1.28 0.00
C -4.36 -3.08 -0.22 0.00
H -3.28 -1.49 -1.16 0.00
H -4.76 -0.97 -0.35 0.00
H -3.32 -3.35 2.95 0.00
H -2.10 -3.91 1.85 0.00
H -4.02 -5.73 1.77 0.00
H -5.36 -6.76 -0.11 0.00
H -6.00 -5.39 -2.07 0.00
H -5.28 -3.05 -2.13 0.00
```